Entry 1:
{
  "formula": "C11H13N2OP",
  "method": "ωB97M-V/def2-TZVPD",
  "symbols": ["P", "O", "N", "N", "C", "C", "C", "C", "C", "C", "C", "C", "C", "C", "C", "H", "H", "H", "H", "H", "H", "H", "H", "H", "H", "H", "H", "H"],
  "coordinates": [[0.22362, 0.35350, 2.68095], [0.23608, 2.73480, 1.73935], [1.38196, -0.61071, -1.88071], [-0.20817, 0.07505, -0.48735], [-1.56319, -3.28945, -1.14548], [-1.58528, -2.06242, -0.44688], [0.52336, -2.87487, -2.41568], [-0.59732, -1.22069, -0.95702], [0.58650, 4.08139, 1.74011], [-0.75767, 0.90257, 0.55353], [0.98211, 0.34234, -1.08852], [1.39270, -0.65381, 2.10533], [0.47370, -1.60561, -1.81758], [-0.52137, -3.66325, -2.08589], [-0.43342, 2.36983, 0.54985], [0.34010, 2.54390, -0.12211], [1.13796, 4.20330, 2.60338], [-1.30551, 3.10865, 0.34522], [-1.82674, 0.71748, 0.57618], [-0.63402, -4.74006, -2.49470], [-2.43184, -3.89728, -0.75703], [1.16985, 4.46576, 0.81849], [-0.39562, 4.59395, 1.86415], [-2.37408, -1.94016, 0.27483], [1.51006, 1.38291, -1.03574], [1.41126, -3.11381, -3.01857], [1.92230, -1.28053, 2.79312], [1.34268, -0.92278, 1.10877]],
  "lumo_ev": 0.5,
  "max_force_ha_per_bohr": 0.0846
}



Entry 2:
{
  "formula": "C11H13NO",
  "method": "ωB97M-V/def2-TZVPD",
  "symbols": ["O", "N", "C", "C", "C", "C", "C", "C", "C", "C", "C", "C", "C", "H", "H", "H", "H", "H", "H", "H", "H", "H", "H", "H", "H", "H"],
  "coordinates": [[3.39611, -0.93863, -0.45962], [1.57066, 0.16156, 0.25584], [0.53157, -0.84205, 0.16240], [-0.71515, -0.27263, 0.46114], [0.84232, -2.09197, -0.65178], [3.70202, 1.35143, 0.30467], [-3.29395, -1.48217, 0.78236], [-0.75881, 1.19278, 0.77251], [-2.16680, -0.89597, 0.23843], [2.91896, 0.06974, 0.01394], [-1.69371, 1.87323, 0.10038], [-2.64271, -0.05606, -0.89594], [-2.45807, 1.26163, -0.96517], [-4.19411, -1.40747, 0.25879], [-3.19847, -2.17960, 1.59928], [1.88969, -2.13551, -0.72339], [0.55834, -2.02316, -1.65655], [3.97731, 1.24634, 1.35214], [-0.02629, 1.49962, 1.48008], [-1.58194, 2.99026, 0.25103], [-2.90289, 2.00632, -1.62403], [3.11533, 2.19694, 0.30260], [0.67648, -3.03023, -0.07494], [4.58852, 1.05522, -0.35766], [-3.32120, -0.63744, -1.50713], [1.18680, 1.08781, 0.58064]],
  "lumo_ev": 0.1,
  "smiles": "C=c1cccc/c1=C(/C)NC(C)=O",
  "max_force_ha_per_bohr": 0.0966
}



Computed values of gap between HOMO and LUMO (unit: eV) for the preceding records, in sequence: 8.6103, 8.0432.